(1)
DFT (ωB97M-V/def2-TZVPD) results for a 6-piece molecular cluster, C24H64N4O10 overall at a distorted geometry.

- E_HOMO: -8.45 eV
- ΔE to the lowest compared entry with this formula, charge and spin: 546.32 kJ/mol
- SMILES: COCCNCCOC.COCCNCCOC.COCCNCCOC.COCCNCCOC.O.O

Geometry (Å):
O 7.738 -3.901 -0.613
O -14.200 0.085 4.799
O -8.259 2.838 2.594
O 0.732 -3.920 -1.310
O 4.887 3.606 -6.634
O -2.631 0.196 4.381
O -9.104 -0.769 1.085
O 0.276 0.202 -1.094
O 8.956 4.205 -6.790
O 10.738 -4.972 3.674
N 10.453 -5.147 -0.082
N -11.741 -0.590 2.971
N 7.342 1.932 -7.657
N -5.774 1.971 3.730
C -8.378 -0.412 -0.121
C 11.008 -5.375 2.369
C 7.059 -2.681 -0.842
C 8.471 2.445 -8.408
C -12.822 -0.145 5.055
C 9.590 4.666 -5.611
C 10.419 -4.541 1.252
C -6.780 2.692 4.594
C -12.217 -1.272 4.226
C 8.494 -4.499 -1.686
C 4.960 2.307 -7.170
C 10.057 -4.279 -1.259
C -7.546 3.629 3.590
C -1.486 -0.509 3.960
C -11.297 -1.562 2.021
C -4.562 1.629 4.420
C -10.451 -0.897 0.839
C -9.061 3.657 1.689
C 11.681 -4.217 4.379
C -3.408 1.066 3.538
C 9.486 3.096 -7.556
C 6.069 2.222 -8.240
C 4.968 3.529 -5.181
C -14.846 1.013 5.644
H -12.330 0.825 4.993
H 4.126 3.008 -4.726
H 0.923 -4.137 -2.222
H -10.840 0.086 0.571
H -12.748 -0.507 6.080
H 12.020 -5.655 2.078
H 10.567 5.059 -5.892
H 10.812 -3.529 1.351
H -7.503 2.076 5.129
H 4.982 1.541 -6.395
H -3.740 0.460 2.695
H 9.736 -5.858 -0.064
H -1.690 -1.459 3.466
H 10.250 -3.207 -1.265
H 11.347 -3.851 5.351
H 8.939 1.612 -8.932
H 0.695 -2.964 -1.292
H 5.740 1.492 -8.979
H 12.608 -4.783 4.466
H -12.177 -2.046 1.596
H -10.809 -2.407 2.506
H 5.238 4.541 -4.877
H 0.299 0.682 -0.267
H 7.271 2.606 -6.908
H 6.026 3.237 -8.635
H 8.999 5.494 -5.220
H 7.713 -1.919 -1.268
H 4.072 2.084 -7.761
H -6.436 3.309 5.423
H -7.309 -0.620 -0.069
H -9.575 3.015 0.973
H 5.764 2.907 -4.770
H -8.470 0.673 -0.087
H -8.235 4.322 4.073
H -10.680 -1.526 -0.021
H -8.581 4.493 1.180
H -11.359 -1.661 4.774
H -11.029 0.123 3.033
H 9.674 3.783 -4.978
H 6.683 -2.155 0.036
H -0.322 0.705 -1.647
H 11.948 -3.348 3.777
H -2.700 1.784 3.125
H -0.870 0.117 3.314
H -4.844 0.843 5.121
H -6.743 4.200 3.124
H -8.846 -0.736 -1.051
H 10.674 -4.630 -2.086
H 8.306 -5.572 -1.662
H -12.932 -2.042 3.937
H -9.804 4.264 2.206
H 10.267 3.426 -8.241
H 8.342 3.173 -9.209
H -4.187 2.473 4.999
H -0.938 -0.826 4.847
H 10.483 -6.313 2.553
H -14.801 0.809 6.714
H -14.470 1.956 5.247
H 9.923 2.324 -6.922
H 6.173 -2.937 -1.423
H 9.409 -4.381 1.628
H -6.122 1.243 3.122
H 8.172 -4.044 -2.623
H -15.916 1.070 5.447

=====

(2)
DFT (ωB97M-V/def2-TZVPD) results for an isolated ion of composition C2H2N3O3 and charge -1 at a distorted geometry.

- E_HOMO: -3.55 eV
- Total charge: -1
- ΔE to the lowest compared entry with this formula, charge and spin: 63.10 kJ/mol
- SMILES: N[N-]OC(=O)N=C=O

Geometry (Å):
O 2.350 1.599 -0.401
O 0.379 1.274 0.406
O -0.102 -2.244 -0.062
N 1.566 -0.597 -0.395
N -0.556 0.255 0.828
N -1.577 0.276 -0.178
C 1.499 0.756 -0.165
C 0.610 -1.303 -0.009
H -1.745 -0.738 -0.232
H -2.423 0.721 0.209

=====

(3)
DFT (ωB97M-V/def2-TZVPD) results for C13H27FO7V as an isolated structure at a distorted geometry.

- E_HOMO (spin up / spin down): 2.09 / -0.38 eV
- Total charge: -2
- Multiplicity: 4
- Expectation value of S²: 3.762

Geometry (Å):
V 0.762 -0.248 0.386
F 0.690 -1.846 1.705
O -0.196 1.278 1.581
O -2.906 -2.465 0.107
O 2.729 0.489 0.695
O -1.521 -0.660 -0.103
O 0.876 -1.585 -1.298
O 0.474 1.201 -1.222
O -3.198 -0.806 1.417
C -0.115 1.195 -3.512
C -0.429 2.012 2.732
C 3.558 1.396 1.364
C 0.941 -2.245 -3.755
C -2.483 -1.244 0.392
C 0.567 1.461 3.797
C -3.981 -2.856 0.841
C 1.195 -2.509 -2.318
C -5.518 -1.285 2.109
C 0.827 1.486 -2.389
C 4.694 2.101 0.664
C 2.092 2.234 -2.782
C -4.104 -1.818 1.880
H -0.054 -1.827 -3.912
H 1.585 1.816 3.640
H -5.835 -0.899 1.140
H 0.662 0.381 3.909
H -1.416 2.040 3.192
H -3.770 -3.772 1.394
H 4.002 0.900 2.228
H 0.700 -3.464 -2.144
H -4.871 -2.999 0.228
H 2.253 -2.773 -2.293
H 1.563 -1.418 -4.098
H -5.499 -0.534 2.899
H 2.483 2.734 -1.895
H -6.112 -2.109 2.505
H 0.488 0.703 -4.275
H 5.399 1.407 0.207
H -0.163 3.063 2.613
H -0.938 0.575 -3.154
H 4.281 2.725 -0.128
H 1.999 2.923 -3.621
H 2.924 2.215 1.703
H -3.663 -2.183 2.807
H 5.244 2.722 1.371
H 2.868 1.545 -3.113
H 1.071 -3.093 -4.427
H 0.315 1.866 4.777
H -0.468 2.170 -3.847

=====

(4)
DFT (ωB97M-V/def2-TZVPD) results for C25H46FN2O14PS4 as an isolated structure at a distorted geometry.

- E_HOMO: -8.96 eV

Geometry (Å):
S 5.026 0.239 -2.434
S -0.206 3.590 -2.303
S 6.110 1.734 2.672
S -7.237 -0.616 3.168
P -2.482 -1.720 0.459
F -5.846 0.397 -1.564
O -6.768 -0.753 1.824
O 3.709 -4.518 2.163
O 6.080 1.265 -3.035
O 4.581 -0.631 -3.478
O 3.812 -2.953 0.575
O -3.534 -2.674 0.050
O -8.799 -0.335 3.150
O 7.085 2.942 3.009
O -3.508 0.662 -4.739
O 6.857 0.694 2.031
O -6.607 0.298 4.071
O 4.088 0.944 -1.609
O -4.696 1.089 -4.080
O 5.319 1.447 3.828
N 0.124 2.400 -1.268
N -1.692 3.203 -2.721
C -1.151 0.451 -0.473
C 7.917 2.827 4.183
C -7.310 -2.212 3.904
C -0.965 1.639 -1.236
C -2.350 -0.216 -0.549
C -2.017 2.085 -2.062
C -5.695 -2.811 -2.003
C 2.934 -1.956 1.130
C 6.134 -0.639 -1.386
C 1.475 -2.086 0.648
C -3.256 1.402 -2.129
C -4.858 -1.597 -2.415
C 0.971 -0.978 -0.310
C 0.021 0.029 0.386
C -4.279 2.001 -3.080
C 3.117 -5.190 -0.014
C 4.747 3.181 -3.818
C 5.134 2.554 1.465
C 3.563 -4.212 1.024
C -3.457 0.266 -1.376
C -9.234 1.014 2.871
C 5.679 2.042 -4.183
C -4.790 -0.480 -1.368
C -9.133 1.362 1.399
C 9.102 1.907 3.967
H -7.950 -2.848 3.298
H -5.323 -1.160 -3.292
H 1.297 -3.037 0.159
H 9.768 1.950 4.830
H -8.096 1.403 1.070
H 7.311 2.506 5.031
H -1.242 -2.356 0.325
H 4.573 3.813 -4.688
H 0.848 -2.096 1.535
H 0.404 -1.457 -1.104
H 3.785 2.809 -3.468
H 2.937 -2.087 2.207
H 2.038 -5.286 0.082
H 8.260 3.839 4.390
H -6.730 -2.682 -2.314
H -2.545 -1.328 1.813
H -6.296 -2.605 3.919
H -3.600 -0.300 -4.757
H 0.587 0.936 0.581
H 5.542 -1.359 -0.822
H -7.697 -2.116 4.915
H -8.672 1.715 3.489
H -10.272 1.052 3.196
H -9.641 0.613 0.792
H 3.299 -4.809 -1.013
H -9.588 2.336 1.217
H -3.860 2.876 -3.564
H -5.169 2.274 -2.535
H 3.580 -6.154 0.140
H 4.587 3.366 1.935
H -4.930 -0.894 -0.377
H 6.614 0.063 -0.707
H 3.304 -0.980 0.842
H -5.699 -2.983 -0.937
H -0.312 -0.333 1.354
H 8.784 0.874 3.833
H 1.785 -0.451 -0.797
H 5.234 1.386 -4.932
H 9.657 2.199 3.076
H 5.789 2.925 0.682
H 6.867 -1.149 -2.003
H 4.444 1.819 1.054
H -5.324 -3.684 -2.529
H -3.843 -1.905 -2.647
H 5.177 3.786 -3.020
H 6.604 2.434 -4.601

=====

(5)
DFT (ωB97M-V/def2-TZVPD) results for a single C4H8O3 molecule.

- E_HOMO: -9.65 eV
- ΔE to the lowest compared entry with this formula, charge and spin: 162.24 kJ/mol
- SMILES: C[C@@H](O)[C@@H](O)C=O

Geometry (Å):
O -1.504 0.311 2.367
O 0.338 -1.519 1.441
O 1.650 0.398 0.293
C 0.587 -0.165 -0.493
C -0.403 -0.789 0.513
C -1.378 0.180 1.176
C 0.032 0.881 -1.449
H 0.867 1.317 -2.003
H -0.482 1.692 -0.925
H 1.093 -0.930 1.622
H 2.487 -0.005 0.030
H -2.042 0.725 0.467
H -0.664 0.441 -2.173
H -1.046 -1.477 -0.058
H 0.978 -1.014 -1.070

=====

(6)
DFT (ωB97M-V/def2-TZVPD) results for a 2-piece molecular cluster, C4H8N2S overall at a distorted geometry.

- E_HOMO: -8.61 eV
- ΔE to the lowest compared entry with this formula, charge and spin: 554.29 kJ/mol

Geometry (Å):
S 2.966 -0.569 -0.022
N -0.569 1.454 -0.135
N 0.626 0.969 0.484
C -1.575 0.759 -0.366
C -3.344 -0.831 0.333
C 1.219 -0.158 -0.056
C -1.881 -0.666 -0.160
H -1.101 -1.059 0.365
H -2.592 1.346 -0.584
H -1.819 -1.066 -1.218
H 1.495 2.075 0.484
H -3.797 -0.302 -0.639
H -3.469 -2.032 0.234
H 0.602 -0.839 -0.619
H -3.693 -0.611 1.374

=====

(7)
DFT (ωB97M-V/def2-TZVPD) results for a single C3H6N2O molecule.

- E_HOMO (spin up / spin down): -7.01 / -7.01 eV
- ΔE to the lowest compared entry with this formula, charge and spin: 460.80 kJ/mol

Geometry (Å):
O -1.339 -0.971 -0.340
N -0.964 -2.080 0.515
N -0.945 1.218 -0.725
C 0.846 -0.204 0.154
C -0.517 -0.005 -0.311
C 1.557 0.732 0.786
H -1.858 1.275 -1.151
H -1.416 -2.834 -0.017
H 1.118 1.682 1.084
H 1.186 -1.223 -0.016
H -0.250 1.862 -1.072
H 2.582 0.547 1.093

=====

(8)
DFT (ωB97M-V/def2-TZVPD) results for C4H9N2O5P as an isolated structure at a distorted geometry.

- E_HOMO: -0.54 eV
- Total charge: -2
- ΔE to the lowest compared entry with this formula, charge and spin: 41.59 kJ/mol

Geometry (Å):
P -0.458 -0.826 -3.282
O 1.073 1.993 0.499
O 1.643 1.092 2.578
O -1.645 0.120 -3.541
O 0.812 -0.508 -3.933
O -0.643 -2.173 -2.685
N -0.470 0.694 1.519
N -0.915 -0.357 2.367
C 0.726 1.200 1.732
C 0.252 1.714 -0.581
C 0.008 -1.463 2.438
C 0.257 0.261 -1.074
H -0.372 0.114 -2.004
H 1.236 -0.217 -1.421
H -0.430 -2.261 3.100
H -1.798 -0.526 1.941
H -0.745 1.911 -0.314
H 0.337 2.458 -1.442
H 0.310 -1.888 1.424
H 0.937 -1.077 2.801
H -0.116 -0.261 -0.122

=====

(9)
DFT (ωB97M-V/def2-TZVPD) results for a 9-piece molecular cluster, C54H59ClNO6P overall at a distorted geometry.

- E_HOMO: -9.14 eV
- SMILES: C[C@@](Cl)(CCC(N)=O)OC(=O)P(=O)(O)O.c1ccccc1.c1ccccc1.c1ccccc1.c1ccccc1.c1ccccc1.c1ccccc1.c1ccccc1.c1ccccc1

Geometry (Å):
Cl -1.294 -1.062 3.159
P 1.713 0.914 1.123
O 0.932 0.605 -0.218
O 1.426 2.717 5.969
O 1.612 -1.577 2.014
O 1.111 -0.004 3.612
O 3.155 0.925 0.873
O 1.268 2.294 1.751
N 2.845 0.917 5.934
C 3.203 4.672 -3.346
C -2.672 -3.301 -2.447
C 4.811 4.970 1.167
C 0.279 -3.476 9.089
C -0.890 -3.671 8.367
C 2.782 4.525 -4.660
C 1.607 8.911 -2.907
C 3.342 2.282 -3.120
C -9.937 2.124 -3.342
C -1.250 -8.174 -6.509
C -3.794 -1.513 -1.299
C -3.433 -6.785 -5.507
C -4.636 -1.342 -2.389
C 4.968 6.234 1.725
C -9.006 0.632 -4.980
C -4.499 -2.153 -3.507
C 3.485 3.551 -2.578
C -10.090 1.335 -4.474
C 1.188 -4.105 -2.920
C -8.700 2.215 -2.721
C -7.769 0.721 -4.358
C -7.615 1.515 -3.230
C 2.923 2.134 -4.434
C 0.093 -0.721 4.297
C 1.437 -0.437 2.360
C 5.499 3.974 3.241
C -3.518 -3.135 -3.533
C -2.484 -8.274 -7.137
C 5.075 3.836 1.926
C 1.886 -3.465 -0.709
C 3.009 -5.256 -1.853
C 2.844 7.686 -1.250
C -0.480 0.235 5.326
C 1.051 -3.293 -1.803
C -2.199 -6.683 -4.882
C 3.974 8.584 -3.173
C 5.395 6.366 3.037
C 2.167 -5.089 -2.944
C 0.781 -4.495 9.885
C -3.575 -7.578 -6.637
C 5.662 5.235 3.795
C -1.106 -7.376 -5.383
C 2.772 9.100 -3.637
C 1.582 1.517 6.089
C -2.810 -2.491 -1.329
C 4.011 7.880 -1.978
C -1.061 -5.901 9.243
C 1.643 8.202 -1.715
C 0.112 -5.708 9.961
C 2.645 3.255 -5.206
C -1.561 -4.883 8.445
C 0.450 0.597 6.473
C 0.567 -2.049 4.871
C 2.868 -4.446 -0.735
H 4.950 7.481 -1.614
H -3.410 -3.771 -4.403
H 1.838 2.980 1.387
H -0.098 -2.849 4.592
H 3.523 -4.578 0.116
H 3.776 -6.019 -1.875
H 0.734 8.049 -1.149
H 0.028 0.944 -0.188
H 4.948 2.848 1.498
H -2.087 -6.063 -4.001
H 0.289 -2.523 -1.783
H 2.813 1.144 -4.858
H 0.851 -0.262 6.992
H -6.924 0.171 -4.753
H 3.313 5.656 -2.915
H 0.800 -2.528 9.033
H 4.758 7.117 1.134
H -4.536 -7.654 -7.127
H -1.585 -6.846 9.306
H 1.547 -2.273 4.482
H 5.997 5.337 4.819
H -3.905 -0.883 -0.425
H 0.533 -3.971 -3.773
H 1.694 -4.345 10.445
H -2.473 -5.034 7.883
H 4.882 8.730 -3.742
H -0.399 -8.718 -6.899
H -11.054 1.268 -4.961
H -2.150 -2.624 -0.480
H 2.871 7.131 -0.320
H 2.322 3.139 -6.232
H 2.276 -5.724 -3.815
H 5.703 3.092 3.835
H -8.580 2.832 -1.840
H -1.902 -4.062 -2.471
H 2.869 0.317 5.118
H 2.561 5.400 -5.258
H -5.401 -0.576 -2.368
H 1.765 -2.830 0.159
H 3.493 1.672 5.751
H -9.126 0.014 -5.861
H -0.880 1.109 4.831
H -1.323 -0.296 5.752
H -10.783 2.668 -2.944
H 0.504 -6.504 10.580
H 3.557 1.409 -2.516
H -2.595 -8.895 -8.016
H 5.519 7.350 3.470
H -0.143 -7.294 -4.895
H 4.484 4.870 0.140
H 0.671 9.315 -3.269
H -5.157 -2.022 -4.356
H 0.632 -2.040 5.949
H -1.279 -2.877 7.742
H 3.816 3.665 -1.554
H -4.286 -6.246 -5.112
H -0.140 1.147 7.193
H -6.649 1.589 -2.747
H 2.744 9.650 -4.569

=====

(10)
DFT (ωB97M-V/def2-TZVPD) results for a single C3H4O2 molecule at a distorted geometry.

- E_HOMO: -9.36 eV
- ΔE to the lowest compared entry with this formula, charge and spin: 535.31 kJ/mol

Geometry (Å):
O -1.075 -0.535 0.234
O 2.677 0.535 0.255
C 1.385 -0.337 0.091
C -0.185 0.364 -0.184
C 2.933 -0.572 -0.300
H 1.102 -0.703 1.113
H -1.360 -1.265 -0.429
H -0.200 1.441 0.371
H -0.292 0.539 -1.271

=====

(11)
DFT (ωB97M-V/def2-TZVPD) results for a 2-piece molecular cluster, C3H4N2O2S overall at a distorted geometry.

- E_HOMO: -8.14 eV
- ΔE to the lowest compared entry with this formula, charge and spin: 608.22 kJ/mol

Geometry (Å):
S -0.137 1.760 -0.085
O -2.776 0.364 -0.028
O -1.629 -1.400 0.575
N -1.791 -0.343 -0.042
N 0.506 -0.783 -0.361
C 1.360 1.137 0.656
C 1.488 -0.194 0.417
C -0.553 0.095 -0.628
H -0.802 -0.067 -2.146
H 2.418 -0.769 0.732
H 1.917 1.868 1.194
H -0.001 -1.668 -0.285

=====

(12)
DFT (ωB97M-V/def2-TZVPD) results for CaH2O as an isolated structure at a distorted geometry.

- E_HOMO: -24.38 eV
- Total charge: +2
- ΔE to the lowest compared entry with this formula, charge and spin: 7.56 kJ/mol

Geometry (Å):
Ca -0.542 -1.688 0.529
O 0.072 0.196 -0.056
H 0.102 1.020 0.480
H 0.367 0.472 -0.953